Record 1
The following is a quantum chemistry calculation of a cluster of 11 separate species, C46H64F30O23 in total at a distorted geometry, from the Open Molecules 2025 dataset.

Computed properties:
**E_LUMO**: 0.1 eV
**HOMO-LUMO gap**: 9.48 eV
**Relative energy (zero: lowest compared OMol25 entry of this formula, charge and spin)**: 63.3 kcal per mole
**SMILES**: CCOC(=O)C(F)(F)F.CCOC(=O)C(F)(F)F.CCOC(=O)C(F)(F)F.CCOC(=O)C(F)(F)F.CCOC(=O)C(F)(F)F.CCOC(=O)C(F)(F)F.CCOC(=O)C(F)(F)F.CCOC(=O)C(F)(F)F.CCOC(=O)C(F)(F)F.CCOC(=O)C(F)(F)F.COCCOCCOC

Each line ends with the Löwdin charge.
Positions of all 163 atoms, in Å:
1 F -0.0210 -28.4073 2.4623  0.138
2 F -4.9435 -17.8285 3.8786  0.182
3 F 0.1489 -5.9836 2.0603  0.158
4 F 1.3569 -13.8786 -9.9811  0.180
5 F 4.4418 -19.7479 -5.2263  0.154
6 F 3.2424 -16.9048 1.8237  0.178
7 F 3.7176 -29.2432 -3.5268  0.172
8 F -0.0482 -7.9731 1.2969  0.200
9 F 1.3787 -16.4447 2.7791  0.151
10 F -10.0791 -20.7634 -5.7413  0.157
11 F 1.6180 -16.0040 0.5763  0.111
12 F 6.3474 -17.2376 8.4891  0.184
13 F 5.6418 -20.8505 -6.5801  0.190
14 F 3.7071 -27.4894 -2.3216  0.190
15 F -6.8279 -28.3590 -2.9474  0.170
16 F -10.5872 -20.3631 -7.7584  0.185
17 F -1.5897 -28.7947 3.9680  0.166
18 F 4.5731 -16.4220 9.2185  0.191
19 F -6.7688 -26.4352 -2.0204  0.180
20 F -0.7491 -14.4487 -9.7273  0.180
21 F -0.2289 -12.4148 -10.1092  0.148
22 F 0.9067 -6.4851 0.0891  0.208
23 F -6.8972 -28.2300 -0.7317  0.175
24 F -8.8876 -21.6352 -7.3178  0.180
25 F -5.7519 -19.6857 4.6506  0.219
26 F 5.0331 -27.6466 -4.0650  0.179
27 F 5.9311 -18.7614 -6.5531  0.183
28 F 0.4585 -29.3759 4.4724  0.143
29 F 6.1088 -16.9327 10.5704  0.174
30 F -6.7603 -17.8617 5.0548  0.162
31 O 6.2729 -20.0626 -3.3947  0.012
32 O 0.1829 -20.4848 -11.9621  -0.121
33 O -9.4566 -28.1790 -0.8688  -0.016
34 O 6.2954 -14.0946 10.1618  0.109
35 O -7.9442 -19.1654 -8.1205  0.090
36 O -0.8655 -12.7904 -7.4301  0.113
37 O 0.9265 -21.0647 -14.9679  -0.194
38 O 7.8698 -20.0170 -5.0474  0.181
39 O -0.8553 -26.0684 4.0978  0.115
40 O -9.3369 -27.2468 -2.9637  0.133
41 O -2.0936 -5.4764 1.0293  0.006
42 O -1.6759 -6.7839 -0.8240  0.122
43 O 0.8967 -27.0058 5.3272  -0.017
44 O 0.9429 -18.6380 0.2712  0.034
45 O 1.5722 -27.0931 -4.1835  0.131
46 O -7.4421 -17.6300 2.3531  0.104
47 O -1.2629 -22.4132 -10.4793  -0.166
48 O -7.0697 -19.8888 2.3036  -0.005
49 O 1.3076 -13.4698 -7.3319  0.024
50 O -8.6051 -18.4954 -5.9903  0.006
51 O 3.2529 -26.7125 -5.7088  -0.032
52 O 1.8540 -19.2000 2.3321  0.094
53 O 7.5063 -15.0023 8.4744  0.056
54 C 2.7496 -27.2411 -4.4903  -0.253
55 C 3.8449 -27.9186 -3.5588  -0.577
56 C 5.8813 -16.3918 9.3821  -0.595
57 C 1.8255 -20.7527 -13.9533  -0.210
58 C -6.0356 -18.5358 4.1473  -0.602
59 C 6.6025 -15.0554 9.3996  -0.342
60 C 1.5772 -21.6681 -16.0937  -0.104
61 C 2.3543 -26.2562 -6.6983  -0.212
62 C 7.5247 -12.9663 7.1818  -0.052
63 C -3.1760 -4.0403 -0.5719  -0.066
64 C 1.5871 -18.3757 1.3992  -0.323
65 C -0.3061 -28.4572 3.8103  -0.484
66 C 5.6608 -19.8061 -5.7854  -0.577
67 C 0.2657 -25.1748 6.7778  -0.068
68 C 1.3406 -25.8316 5.9736  -0.221
69 C 0.6443 -20.0084 -0.1620  -0.182
70 C -8.7821 -27.6513 -1.9433  -0.314
71 C -8.6554 -19.3052 -7.0633  -0.281
72 C 8.2041 -13.8235 8.2318  -0.227
73 C -11.2180 -29.3987 0.2504  -0.050
74 C 7.1614 -20.4295 -2.3579  -0.212
75 C -9.2676 -20.9104 1.8278  -0.059
76 C -0.1471 -27.0546 4.4150  -0.277
77 C 0.1801 -13.5315 -9.4692  -0.555
78 C 7.3746 -21.9581 -2.1533  -0.050
79 C 1.8016 -27.4481 -7.5346  -0.054
80 C 2.7966 -13.6755 -5.5342  -0.066
81 C -6.4104 -17.6301 -5.4587  -0.042
82 C -9.5558 -20.5436 -6.9580  -0.576
83 C -8.0331 -20.1624 1.2262  -0.169
84 C 0.1910 -13.1841 -7.9907  -0.329
85 C 6.7419 -19.9446 -4.6778  -0.344
86 C -0.4019 -19.9522 -1.2538  -0.071
87 C -10.8808 -28.2530 -0.7748  -0.173
88 C 1.9432 -16.8765 1.6245  -0.490
89 C -6.8976 -18.6403 2.8557  -0.278
90 C -2.1070 -22.6107 -9.4171  -0.140
91 C 1.4917 -13.1277 -5.9703  -0.220
92 C -3.3794 -5.0356 0.5732  -0.176
93 C -0.7753 -21.3777 -12.5587  -0.187
94 C -1.8685 -21.7841 -11.5822  -0.211
95 C 1.1450 -19.9215 -12.8222  -0.173
96 C -0.0511 -6.7125 0.9468  -0.612
97 C -7.2571 -27.6648 -1.8836  -0.563
98 C -7.8759 -17.2879 -5.9489  -0.181
99 C -1.3893 -6.3780 0.3231  -0.327
100 H 2.1559 -21.6968 -13.5201  0.128
101 H -0.3552 -24.5788 6.1090  0.077
102 H 0.6770 -13.5158 -5.3590  0.134
103 H -2.2247 -3.5113 -0.5145  0.085
104 H 1.5396 -20.5719 -0.4245  0.130
105 H -10.9539 -30.4228 -0.0132  0.073
106 H 0.5959 -19.0683 -13.2204  0.124
107 H -11.1640 -27.2865 -0.3578  0.124
108 H -0.2989 -25.8750 7.3934  0.090
109 H -3.7860 -4.4671 1.4097  0.124
110 H -0.3322 -22.2885 -12.9614  0.120
111 H 3.1508 -13.0172 -4.7410  0.083
112 H 2.7728 -14.6965 -5.1534  0.084
113 H -10.8374 -29.2688 1.2635  0.072
114 H -2.4222 -21.6029 -9.1469  0.085
115 H -0.1025 -19.2957 -2.0708  0.081
116 H 2.3603 -21.0533 -16.5373  0.085
117 H -3.9041 -3.2324 -0.4996  0.073
118 H 1.3152 -28.2160 -6.9331  0.075
119 H 6.7808 -20.0384 -1.4143  0.121
120 H -5.9613 -16.7390 -5.0199  0.070
121 H -8.9413 -21.5268 2.6654  0.075
122 H 0.1343 -20.5975 0.6002  0.123
123 H 7.9844 -22.1377 -1.2680  0.074
124 H -1.6684 -23.1728 -8.5926  0.093
125 H 2.4905 -27.8953 -8.2513  0.073
126 H -10.0456 -20.2180 2.1494  0.072
127 H -1.3891 -19.7518 -0.8374  0.084
128 H -7.6111 -20.8319 0.4767  0.114
129 H -9.7259 -21.5817 1.1016  0.071
130 H 3.5751 -13.5937 -6.2928  0.087
131 H -7.8499 -16.8061 -6.9263  0.123
132 H 2.6312 -20.1651 -14.3933  0.122
133 H 2.8717 -25.5474 -7.3449  0.123
134 H 9.2373 -13.9531 7.9094  0.130
135 H 1.4702 -12.0382 -5.9935  0.137
136 H -8.3613 -19.3097 0.6318  0.114
137 H -6.4328 -18.3319 -4.6250  0.073
138 H -3.0915 -23.0037 -9.6711  0.082
139 H 1.6451 -25.2094 5.1319  0.130
140 H 6.4904 -12.7526 7.4514  0.083
141 H -0.4388 -20.9203 -1.7532  0.082
142 H -3.2235 -4.4950 -1.5614  0.076
143 H 1.8803 -22.7020 -15.9282  0.086
144 H 2.2394 -26.1676 6.4907  0.129
145 H -11.2870 -28.3323 -1.7832  0.121
146 H -3.9691 -5.9021 0.2736  0.129
147 H 0.6480 -24.4389 7.4852  0.080
148 H -8.3847 -16.6304 -5.2441  0.122
149 H 6.3962 -22.3918 -1.9466  0.074
150 H 7.8634 -22.5864 -2.8979  0.074
151 H 8.2706 -13.2543 9.1590  0.123
152 H 1.9041 -19.5247 -12.1481  0.124
153 H 1.0253 -21.8764 -17.0103  0.080
154 H 8.0752 -19.8444 -2.4615  0.119
155 H -5.8167 -18.0561 -6.2675  0.075
156 H 7.5096 -13.5702 6.2746  0.081
157 H 1.5511 -25.7212 -6.1916  0.115
158 H 8.0800 -12.0490 6.9861  0.085
159 H -2.7001 -22.3554 -11.9948  0.129
160 H -2.3302 -20.8245 -11.3495  0.123
161 H -1.2645 -21.0043 -13.4583  0.124
162 H -12.2964 -29.3501 0.4009  0.069
163 H 1.0114 -27.0985 -8.1990  0.071

Record 2
The following is a quantum chemistry calculation of a structure of composition C8H32BaN2O7 at a distorted geometry, from the Open Molecules 2025 dataset.

Computed properties:
**Total charge**: +1
**Expectation value of S²**: 0.750
**E_LUMO (alpha / beta)**: -2.8 / -2.9 eV
**HOMO-LUMO gap (alpha / beta)**: 2.48 / 10.13 eV
**Multiplicity**: 2

Each line ends with the Löwdin spin population.
Positions of all 50 atoms, in Å:
1 Ba -13.1696 15.1869 -17.3560  0.273
2 O -14.6124 14.6613 -14.8570  0.006
3 O -13.1671 17.2713 -19.0427  0.009
4 O -15.5903 16.2334 -17.0202  0.012
5 O -12.3793 17.3152 -15.6490  0.047
6 O -11.1906 14.7761 -15.3828  0.065
7 O -10.6969 15.8227 -18.0999  0.098
8 O -11.7187 13.1521 -18.6776  0.067
9 N -14.2255 14.8168 -19.9795  0.005
10 N -14.8011 13.0066 -17.3349  0.005
11 C -13.5828 17.0798 -20.3581  0.005
12 C -15.3448 13.3487 -14.9039  0.004
13 C -13.7968 15.3494 -22.2189  0.006
14 C -14.8105 15.4778 -13.6768  0.013
15 C -14.8618 12.3848 -15.9917  0.005
16 C -13.3439 15.6028 -20.7755  0.020
17 C -13.4547 11.8307 -15.6122  0.011
18 C -12.8298 18.6821 -18.8145  0.011
19 H -15.8269 15.6989 -13.3510  0.001
20 H -15.5471 11.5399 -15.9230  0.000
21 H -10.2463 14.9274 -15.3427  0.034
22 H -14.2411 15.0718 -12.8408  0.003
23 H -12.7993 12.5994 -15.2026  0.005
24 H -12.9992 17.6256 -21.0996  0.002
25 H -11.1708 13.3831 -19.4277  0.042
26 H -14.5450 12.3104 -18.0204  0.005
27 H -11.5430 15.2588 -14.6351  0.016
28 H -16.2470 15.5597 -17.1961  0.004
29 H -10.3503 15.5289 -18.9424  0.050
30 H -12.8185 11.4858 -16.4272  0.007
31 H -12.9483 18.0200 -15.3396  0.013
32 H -13.7347 19.2858 -18.8835  0.002
33 H -14.4878 16.4521 -14.0440  0.005
34 H -16.0507 16.8851 -16.4914  0.005
35 H -12.2986 15.2963 -20.7353  0.024
36 H -11.3474 12.3318 -18.3528  0.018
37 H -15.0994 15.0861 -20.4082  0.001
38 H -13.2670 16.0754 -22.8357  0.001
39 H -16.4013 13.5608 -15.0678  0.001
40 H -14.0067 13.8872 -20.3084  0.006
41 H -11.5769 17.4119 -15.1361  0.031
42 H -12.2778 18.8194 -17.8847  0.006
43 H -13.7110 11.0591 -14.8862  0.001
44 H -15.7428 13.2945 -17.5595  0.003
45 H -13.5731 14.3306 -22.5350  0.003
46 H -14.8631 15.5368 -22.3452  0.000
47 H -15.2406 12.8625 -13.9339  0.001
48 H -14.6301 17.3817 -20.3490  0.001
49 H -12.1193 19.0023 -19.5765  0.003
50 H -9.9285 16.1281 -17.6177  0.046

Record 3
The following is a quantum chemistry calculation of a cluster of 3 separate species, C18H20F10N7O9S in total at a distorted geometry, from the Open Molecules 2025 dataset.

Computed properties:
**Total charge**: +1
**E_LUMO**: -5.1 eV
**HOMO-LUMO gap**: 6.57 eV

Each line ends with the Löwdin charge.
Positions of all 65 atoms, in Å:
1 S 1.6861 -0.6382 -0.1337  0.814
2 F 2.3708 0.8893 4.5135  0.190
3 F 4.4462 -0.8928 3.5316  0.178
4 F 3.5482 -1.8185 1.2032  0.179
5 F 2.6260 1.5237 1.8819  0.168
6 F -0.9156 3.4766 1.1743  0.188
7 F 3.8438 2.4856 4.1724  0.207
8 F 4.3243 0.8112 5.4246  0.187
9 F 1.8849 -1.1062 2.4330  0.135
10 F 4.3537 0.7097 0.8053  0.176
11 F 5.4865 0.9001 2.9331  0.182
12 O 1.9745 -1.6404 -1.0863  -0.177
13 O 3.8323 2.8349 -5.7194  0.079
14 O 1.8374 0.6943 -0.6201  -0.229
15 O -2.7033 2.8539 0.1430  0.252
16 O -3.4417 0.0396 0.2829  -0.046
17 O 3.2410 0.7697 -5.9273  0.045
18 O -0.4401 2.6483 -2.7752  0.032
19 O -0.5788 1.1451 -4.3055  0.088
20 O -0.5579 0.8552 2.0700  0.221
21 N -1.9913 -1.6590 1.0927  0.130
22 N 0.0557 1.8915 -3.5972  -0.430
23 N 3.8240 1.7717 -6.2993  -0.427
24 N -0.1568 -2.9509 0.2595  0.060
25 N 1.5734 -5.0976 2.6669  0.125
26 N 0.0493 -0.6576 0.4694  0.074
27 N -0.8081 1.5607 -0.1116  0.204
28 C 3.6542 1.1856 4.3271  -0.553
29 C 4.5889 1.6673 -7.5720  0.059
30 C -0.7027 -1.7231 0.6091  -0.313
31 C 1.2623 -4.3719 1.6843  -0.232
32 C 3.4723 0.4912 1.7907  -0.371
33 C -1.5938 2.6569 0.4060  -0.512
34 C -7.1184 0.5610 2.1827  -0.072
35 C 2.7268 -0.8135 1.4222  -0.445
36 C -0.1675 -3.9117 1.4277  -0.117
37 C -0.4713 0.6879 0.9038  -0.442
38 C 1.5393 1.9043 -3.7443  0.046
39 C 4.2725 0.3778 3.1463  -0.340
40 C -6.2592 -0.4279 2.6353  -0.069
41 C -5.0227 -0.6299 2.0362  -0.028
42 C -6.7501 1.3469 1.0947  -0.051
43 C -2.9948 -1.2559 0.0666  -0.159
44 C -5.5279 1.1244 0.4791  -0.004
45 C -4.6634 0.1511 0.9493  -0.260
46 H 1.8280 1.1859 -4.5142  0.066
47 H 2.0038 -4.0629 0.9519  0.102
48 H 5.3358 0.8908 -7.4384  0.104
49 H -3.8428 -1.9364 0.0588  0.144
50 H -2.0392 -1.0712 1.9227  0.145
51 H 0.0184 2.0117 -0.5219  0.137
52 H -2.5605 -1.2835 -0.9347  0.151
53 H 0.7336 -5.2719 3.2262  0.062
54 H 1.8271 2.9111 -4.0253  0.099
55 H 1.9616 1.6351 -2.7824  0.074
56 H 5.0508 2.6263 -7.7729  0.098
57 H -5.2394 1.7318 -0.3662  0.122
58 H 3.8844 1.3984 -8.3531  0.105
59 H -0.8047 -3.3264 -0.4352  0.159
60 H -6.5710 -1.0416 3.4672  0.110
61 H -0.7352 -4.7828 1.1122  0.132
62 H -7.4020 2.1155 0.7110  0.112
63 H -0.6180 -3.4791 2.3162  0.122
64 H -4.3581 -1.3975 2.4120  0.108
65 H -8.0818 0.7259 2.6394  0.108

Record 4
The following is a quantum chemistry calculation of an isolated molecule of C2H3FO2S at a distorted geometry, from the Open Molecules 2025 dataset.

Computed properties:
**E_LUMO**: -0.1 eV
**HOMO-LUMO gap**: 9.62 eV
**Relative energy (zero: lowest compared OMol25 entry of this formula, charge and spin)**: 29.1 kcal per mole
**SMILES**: CC(=O)OSF

Each line ends with the Löwdin charge.
Positions of all 9 atoms, in Å:
1 S -1.6173 -1.6098 -1.4028  1.011
2 F -2.1697 -2.2865 -0.0248  -0.442
3 O -0.3428 -0.7329 -0.6965  -0.419
4 O -1.1398 1.3148 -0.0990  0.101
5 C -0.2730 0.4878 -0.0649  -0.540
6 C 1.1858 0.7207 0.5592  0.039
7 H 1.4096 -0.3741 0.6485  0.087
8 H 1.7809 1.1572 -0.3244  0.116
9 H 1.1662 1.3227 1.4046  0.048

Values for DFT total energy, hartree, ordered as above
-6517.5689, -985.4599, -3154.6653, -726.4856